Entry i
Formula: C3H4N2S
Source: OMol25
Level of theory: the ωB97M-V functional and the def2-TZVPD basis

```
! wB97M-V def2-TZVPD RIJCOSX def2/J DEFGRID3
* xyz 2 1
C 2.1197 -1.0053 -0.0173
C 0.4608 0.0191 -0.0915
C -2.1909 -0.4300 0.0643
N 0.8764 -1.2055 0.0526
N 1.2783 1.0743 -0.0801
S 2.8846 0.5092 0.0465
H -2.4915 0.4092 0.5429
H -1.4692 -0.9940 0.6695
H -2.6017 -0.4735 -0.9681
H 1.1334 2.0965 -0.2188
*
```

Summary:
Highest occupied orbital energy (alpha / beta) in eV: -21.10 / -20.11
HOMO-LUMO gap (alpha / beta) in eV: 8.42 / 6.33


Entry ii
Formula: C3H4N2S
Source: OMol25
Level of theory: the ωB97M-V functional and the def2-TZVPD basis

```
! wB97M-V def2-TZVPD RIJCOSX def2/J DEFGRID3
* xyz 2 1
C -2.1184 2.8453 0.2753
C -1.1709 0.5184 0.0501
C 0.2715 0.2923 -0.1257
N -1.6668 1.7858 0.1612
N -1.9173 -0.6181 -0.0766
S -3.6568 -0.8450 -0.1038
H 0.4978 -0.5872 -0.6468
H 0.6807 0.0857 0.8657
H 0.8418 1.2527 -0.3178
H -1.3404 -1.4567 -0.0489
*
```

Summary:
Highest occupied orbital energy (alpha / beta) in eV: -21.27 / -21.27
HOMO-LUMO gap (alpha / beta) in eV: 5.94 / 5.93


entry ii (2.234 eV below the next structure)


Entry i
Formula: C4H7N4O2
Source: OMol25
Level of theory: the ωB97M-V functional and the def2-TZVPD basis

```
! wB97M-V def2-TZVPD RIJCOSX def2/J DEFGRID3
* xyz 1 1
C -0.0499 -1.3653 -0.6791
C -0.3606 -0.0532 -0.3007
C -0.6780 -2.3674 0.1339
C -1.5873 -0.8724 1.5129
N -1.3456 -2.1232 1.2066
N -1.1182 0.2200 0.8087
N 2.5273 1.7921 -1.7462
N -1.2875 1.4622 1.1263
O 1.8257 0.8879 -2.0755
O 3.6316 1.4060 -1.0633
H 0.4260 -1.5398 -1.6529
H -0.2597 0.7833 -0.9430
H -0.6673 -3.4141 -0.1738
H -2.3803 -0.6054 2.3207
H 4.3436 2.0892 -0.8222
H -1.9904 1.5580 1.8699
H -1.0292 2.1423 0.4777
*
```

Summary:
Highest occupied orbital energy in eV: -13.73
HOMO-LUMO gap in eV: 9.17


Entry ii
Formula: C4H7N4O2
Source: OMol25
Level of theory: the ωB97M-V functional and the def2-TZVPD basis

```
! wB97M-V def2-TZVPD RIJCOSX def2/J DEFGRID3
* xyz 1 1
C -1.2674 -0.4035 0.7853
C -1.1230 -1.3327 1.7684
C 0.2846 0.7907 -0.7799
C 1.6887 1.6010 -2.4340
N 0.8625 -1.0084 0.9151
N 0.0291 -0.2282 0.2954
N -1.9401 -1.7774 2.7176
N 1.4687 0.7244 -1.3806
O -0.6790 1.5162 -0.9432
O 0.1766 -1.6720 1.8266
H -1.9872 0.2885 0.3675
H 1.1631 1.1735 -3.3425
H 1.1491 2.5245 -2.1500
H 2.7787 1.7733 -2.5810
H -2.9111 -1.3436 2.8474
H -1.7373 -2.6403 3.1985
H 2.0440 0.0140 -1.1108
*
```

Summary:
Highest occupied orbital energy in eV: -14.10
SMILES: CNC(=O)[n+]1cc(N)on1
HOMO-LUMO gap in eV: 9.07


entry ii (2.599 eV below the next structure)


Entry i
Formula: C8H8N2O
Source: OMol25
Level of theory: the ωB97M-V functional and the def2-TZVPD basis

```
! wB97M-V def2-TZVPD RIJCOSX def2/J DEFGRID3
* xyz 0 1
C 1.4151 1.5098 0.1527
C -2.5758 0.8982 0.1044
C -2.1447 -0.0498 1.1773
C -1.5523 0.8539 -0.8182
C -0.9907 -0.6807 0.7607
C 2.0929 -0.6902 0.6616
C 1.6043 -0.9460 -0.7198
C 0.4265 -0.5099 -1.2267
N 1.9167 0.7105 0.8826
N -0.6822 -0.1481 -0.4774
O 0.9549 2.1148 -0.7200
H -3.1613 1.7577 0.3310
H -2.7806 -0.4733 1.9079
H -1.3742 1.2975 -1.7385
H -0.3649 -1.4871 1.1678
H 3.1439 -1.0012 0.9055
H 1.5169 -1.2113 1.3566
H 2.2047 -1.4920 -1.3319
H 0.3507 -0.4528 -2.3756
*
```

Summary:
Highest occupied orbital energy in eV: -8.60
SMILES: O=C=NC/C=C\n1cccc1
HOMO-LUMO gap in eV: 9.44


Entry ii
Formula: C8H8N2O
Source: OMol25
Level of theory: the ωB97M-V functional and the def2-TZVPD basis

```
! wB97M-V def2-TZVPD RIJCOSX def2/J DEFGRID3
* xyz 0 1
C 1.6723 1.2033 -0.7754
C 1.7028 -0.3221 -0.6695
C 0.2609 -0.8156 -0.2926
C -0.2029 -2.0710 0.1429
C -1.5597 -2.0735 0.4443
C -2.2737 -0.8967 0.8141
C -1.6930 0.3282 0.6491
C -0.4525 0.4360 -0.0316
H 1.9045 1.6029 -1.7745
H 2.3015 1.6399 -0.0304
H 2.2273 -0.7386 -1.5791
H 2.3820 -0.6243 0.2277
H 0.4710 -2.9835 0.0998
H -1.9836 -3.0592 0.6391
H -3.2697 -1.0054 1.3749
H -2.2422 1.2914 0.9355
N -0.1045 2.7383 0.0746
N 0.3005 1.5813 -0.2963
O 0.5590 3.7686 0.0473
*
```

Summary:
Highest occupied orbital energy in eV: -8.51
SMILES: O=NN1CCc2ccccc21
HOMO-LUMO gap in eV: 8.99


Entry iii
Formula: C8H8N2O
Source: OMol25
Level of theory: the ωB97M-V functional and the def2-TZVPD basis

```
! wB97M-V def2-TZVPD RIJCOSX def2/J DEFGRID3
* xyz 0 1
C 0.8833 0.5590 1.4148
C 0.1008 0.6325 0.1419
C -0.3125 1.7503 -0.4903
C -1.4200 1.6407 -1.3626
C -1.9398 0.4110 -1.7041
C -1.3278 -0.7264 -1.1833
C -0.3367 -0.6861 -0.3108
C 0.3693 -1.6304 0.5517
H 1.8431 1.1567 1.3154
H 0.2817 0.7166 2.2470
H 0.0534 2.7473 -0.2546
H -2.0207 2.5598 -1.8150
H -2.7580 0.3583 -2.3753
H -1.5761 -1.7689 -1.6240
H 1.0478 -2.2828 -0.0899
H -0.2473 -2.3566 1.0786
N 2.5450 -1.4004 1.2612
N 1.2988 -0.8410 1.3779
O 3.5157 -0.8395 1.8215
*
```

Summary:
Highest occupied orbital energy in eV: -9.29
SMILES: O=NN1Cc2ccccc2C1
HOMO-LUMO gap in eV: 9.96


entry i (0.657 eV below the next structure)


Entry i
Formula: C5H9AlO3
Source: OMol25
Level of theory: the ωB97M-V functional and the def2-TZVPD basis

```
! wB97M-V def2-TZVPD RIJCOSX def2/J DEFGRID3
* xyz 2 1
H 4.4110 0.3716 -0.1377
O 1.6179 0.4665 -1.4274
C 2.4333 -0.0513 -0.6668
H 2.0779 -0.4928 0.2820
H 4.1696 -1.1878 -0.9097
C 3.8714 -0.1281 -0.9582
H 4.1224 0.3107 -1.9280
C -1.7831 0.7024 -1.3946
O -1.1088 -0.0763 -0.3979
Al 0.0407 0.6557 -1.3661
O -2.9846 0.7334 -1.1481
C -2.2744 -0.5812 0.6042
C -2.3657 0.2812 1.8438
H -1.7983 -1.5435 0.8314
H -3.2536 -0.9492 0.2753
H -1.3684 0.5148 2.2400
H -2.9271 -0.2550 2.6211
H -2.8803 1.2287 1.6367
*
```

Summary:
Highest occupied orbital energy in eV: -19.13
HOMO-LUMO gap in eV: 8.76


Entry ii
Formula: C5H9AlO3
Source: OMol25
Level of theory: the ωB97M-V functional and the def2-TZVPD basis

```
! wB97M-V def2-TZVPD RIJCOSX def2/J DEFGRID3
* xyz 2 1
O -1.8459 1.1040 -0.9974
C -0.9461 0.6255 -0.0831
C -0.5369 1.6611 0.9801
O 0.8712 1.4510 0.8143
C 0.7894 0.9311 -0.4960
C 1.4417 -0.3580 -0.7246
O 0.0911 -1.2784 -0.5215
C 0.1555 -2.1476 0.5800
Al -2.2196 0.6423 -2.3748
H -1.4491 -0.1771 0.4898
H -0.8460 1.4297 2.0084
H -0.8356 2.6774 0.6747
H 0.8725 1.6595 -1.3152
H 1.8530 -0.4290 -1.7436
H 2.1253 -0.6383 0.0932
H -0.7226 -2.8028 0.5399
H 1.0663 -2.7703 0.5500
H 0.1359 -1.5800 1.5258
*
```

Summary:
Highest occupied orbital energy (alpha / beta) in eV: -18.62 / -18.39
HOMO-LUMO gap (alpha / beta) in eV: 6.36 / 6.34


entry i (4.125 eV below the next structure)


Entry i
Formula: H7O4
Source: OMol25
Level of theory: the ωB97M-V functional and the def2-TZVPD basis

```
! wB97M-V def2-TZVPD RIJCOSX def2/J DEFGRID3
* xyz -1 1
O 0.2463 -0.1846 -0.3727
H -0.4094 -0.8702 -0.5206
O 1.8639 -0.1002 -2.3838
H 2.5779 0.2205 -1.8249
H 1.1268 -0.1835 -1.6272
O 0.4021 -0.8785 2.1753
H 0.6257 -0.5413 1.2389
H -0.5010 -1.0788 2.3000
O -2.1030 1.3937 0.7112
H -1.3791 0.7727 0.4800
H -2.4502 1.4502 -0.1763
*
```

Summary:
Highest occupied orbital energy in eV: -4.79
HOMO-LUMO gap in eV: 9.19


Entry ii
Formula: H7O4
Source: OMol25
Level of theory: the ωB97M-V functional and the def2-TZVPD basis

```
! wB97M-V def2-TZVPD RIJCOSX def2/J DEFGRID3
* xyz -1 1
O -0.1081 0.6251 0.7562
H -0.0900 1.6908 0.6688
O -1.0341 -1.9290 1.4836
H -0.8873 -0.9874 1.3773
H -0.6777 -2.3933 0.7263
O 2.2417 0.4514 -0.1615
H 1.3405 0.3967 0.2582
H 2.4389 0.6115 -1.1159
O -1.2735 0.8270 -1.5946
H -0.8175 0.8291 -0.7416
H -1.1330 -0.1218 -1.6568
*
```

Summary:
Highest occupied orbital energy in eV: -4.61
HOMO-LUMO gap in eV: 9.02


entry i (0.484 eV below the next structure)


Entry i
Formula: C3H10N2
Source: OMol25
Level of theory: the ωB97M-V functional and the def2-TZVPD basis

```
! wB97M-V def2-TZVPD RIJCOSX def2/J DEFGRID3
* xyz 1 2
C -0.1232 -0.0881 -2.7513
C -0.4999 -0.3595 -3.9917
H 0.7549 -0.3191 -2.2933
H -0.5124 0.8357 -2.5622
H 0.0483 -1.0198 -4.7519
H -1.3804 0.2416 -4.3734
N 0.9632 0.7735 1.6225
C 0.5673 -0.3088 2.5337
N -0.8784 -0.3015 2.8601
H 0.8814 1.7298 2.0071
H 0.9581 0.5661 0.6622
H 0.8649 -1.3802 2.2438
H 1.0095 -0.2943 3.5128
H -1.6331 -0.7048 2.2237
H -1.0202 0.6293 3.0579
*
```

Summary:
Expectation value of S²: 0.7608
Highest occupied orbital energy (alpha / beta) in eV: -12.82 / -12.82
HOMO-LUMO gap (alpha / beta) in eV: 9.21 / 3.96


Entry ii
Formula: C3H10N2
Source: OMol25
Level of theory: the ωB97M-V functional and the def2-TZVPD basis

```
! wB97M-V def2-TZVPD RIJCOSX def2/J DEFGRID3
* xyz 1 2
C 2.7625 -1.7574 -4.3259
N 1.5611 -2.0655 -4.1154
H 2.9923 -0.8766 -4.9173
H 3.5912 -2.3314 -3.9112
H 1.4911 -2.9009 -3.5345
C -1.5606 -0.2243 1.9797
N -0.6336 0.9195 1.9610
C -1.1338 2.2652 2.0671
H -1.9698 -0.4554 1.0011
H -2.3610 0.0357 2.6667
H -0.9274 -1.0533 2.2866
H 0.0753 0.6737 2.6576
H -0.5037 2.9128 1.4482
H -2.1325 2.2910 1.6241
H -1.2512 2.5670 3.1121
*
```

Summary:
Expectation value of S²: 0.7539
Highest occupied orbital energy (alpha / beta) in eV: -12.04 / -12.04
HOMO-LUMO gap (alpha / beta) in eV: 8.45 / 3.52


entry ii (1.175 eV below the next structure)